# 1
DFT (ωB97M-V/def2-TZVPD) results for 12 unconnected molecules or ions with the total composition C5H35NO12.

Geometry (Å):
C -1.6048 1.4478 -2.4792
O -0.5756 1.8821 -1.5693
C -2.8965 1.1733 -1.7393
C -2.6558 0.2323 -0.5870
C -3.7895 0.2971 0.4412
C -3.5541 -0.7648 1.5898
N -2.3045 -0.4699 2.2601
H -1.1996 0.5127 -2.9024
H -1.6233 2.1004 -3.3381
H -0.9558 2.6414 -1.1117
H -3.7651 0.8123 -2.2803
H -3.3403 2.1394 -1.3713
H -1.7508 0.3810 0.0216
H -2.5554 -0.8251 -0.8997
H -4.6944 -0.0246 -0.0433
H -3.8202 1.2368 1.0270
H -3.5523 -1.7342 1.0893
H -4.3895 -0.8935 2.2955
H -2.0806 -1.0092 3.1021
H -2.1207 0.5172 2.5027
H 0.1838 -3.1778 -2.8563
H 1.2512 -3.2363 -3.8173
O 0.3102 -3.4464 -3.7771
H 2.4504 1.1368 4.4805
H 1.4734 2.3213 4.1592
O 1.5321 1.4252 4.5117
H 0.2770 -0.2614 -1.2116
H 1.1277 -0.2724 -2.4517
O 0.5543 -0.8759 -1.9060
H 1.8620 2.2098 -0.4891
H 1.8465 1.1908 0.6059
O 2.3360 1.4173 -0.2079
H 2.3500 -1.1578 -0.0656
H 3.7344 -1.7531 -0.2037
O 2.8943 -1.8831 0.2683
H 3.0964 1.8004 1.5949
H 3.9949 0.6385 2.2372
O 3.3253 1.3065 2.4143
H 2.8761 0.3547 -1.8573
H 3.0996 -0.8047 -2.5959
O 2.8526 0.1120 -2.8003
H -1.4275 -2.2981 -2.5399
H -2.2368 -2.4880 -3.7395
O -2.3584 -2.3815 -2.7765
H 1.1205 -2.1822 1.8057
H 1.2797 -3.0038 2.9658
O 0.5883 -2.8420 2.3044
H 1.8763 3.5967 2.3153
H 1.1699 2.2725 1.9747
O 1.2303 3.2174 1.7049
H 0.8158 0.3045 2.6815
H -0.1986 0.8570 1.6301
O 0.6964 0.5231 1.7354

As for the expectation value of S²: 0.7546. As for the total energy: -31803.7359 eV. The calculation puts the frontier orbital gap (spin up / spin down) at 9.8 / 4.8 eV. The charge is +1. Its spin multiplicity is 2.

=====

# 2
DFT (ωB97M-V/def2-TZVPD) results for 13 unconnected molecules or ions with the total composition C5H35NO15.

Geometry (Å):
C -0.3910 2.4081 -1.5797
N -1.3142 1.4411 -0.9491
C -0.6724 0.5956 0.0727
C -0.1322 -0.6883 -0.5333
C 0.8028 -1.4800 0.3448
O 1.5271 -2.3309 -0.1647
C -1.7653 0.3243 1.2016
O -1.3744 -0.7815 1.9274
H -0.0343 3.1512 -0.7876
H 0.5211 1.8928 -2.0118
H -0.9013 2.8703 -2.3394
H -1.7689 0.8282 -1.6827
H 0.1749 1.1339 0.5814
H -0.9678 -1.4338 -0.7781
H 0.3630 -0.5202 -1.4664
H 0.8366 -1.2753 1.4236
H -1.8792 1.1473 1.8940
H 2.8369 1.2911 1.7318
H 2.4050 0.6409 0.4461
O 2.5027 0.4495 1.3543
H -2.4537 -2.7253 -0.0632
H -2.3357 -3.7499 1.1878
O -1.8196 -3.1030 0.6500
H 1.3523 0.2908 2.6583
H -0.1124 -0.2166 2.9465
O 0.6345 0.3872 3.2701
H -0.5215 -3.7791 -1.6403
H 0.7957 -3.0051 -1.5932
O 0.0471 -3.2665 -2.2172
H 3.7716 -1.4317 -1.0725
H 2.5145 -1.7770 -1.7484
O 3.2682 -1.1929 -1.8616
H -1.6277 -1.6929 1.5055
H -3.3862 -1.1614 -0.6873
O -3.0113 0.0454 0.5868
H -3.5114 0.8768 0.4336
H -2.8047 -1.7590 -1.8948
O -3.3751 -1.9584 -1.1691
H 3.2479 1.7656 -1.4234
H 2.7422 0.3115 -1.5646
O 2.5182 1.2294 -1.2069
H -3.4497 3.1342 0.9137
H -2.8863 2.5776 -0.3409
O -3.7047 2.6015 0.1722
H 0.0753 3.4094 3.4062
H 0.1283 1.9350 2.9239
O 0.0355 2.9040 2.6152
H 3.6016 -0.8646 1.0203
H 3.5058 -2.3190 0.9086
O 4.0714 -1.6312 0.6626
H -0.8953 -1.9919 -2.8685
H -1.8083 -1.4264 -3.9341
O -1.5754 -1.3122 -3.0335
H 1.5632 3.1147 1.8348
H 2.1868 3.0484 0.4946
O 2.4498 3.0685 1.4438

As for the total energy: -37957.1092 eV. The calculation puts the frontier orbital gap at 9.6 eV. Its spin multiplicity is 1.

=====

Q: What is the formula in the second record?
A: C5H35NO15

=====

Q: Which of these has the highest total energy?
A: C5H35NO12